Entry 1:
Here is C5H19ClNO2PSiTa as an isolated structure in a non-equilibrium geometry from the Open Molecules 2025 dataset. Energies are from ωB97M-V/def2-TZVPD.

Values from the calculation:
Net charge: -1
Largest force on an atom in eV/Å: 3.09
Energy relative to the best compared isomer or geometry (same formula, charge and spin) in kcal per mole: 86.6
LUMO level in hartree: 0.0912
E_HOMO in Ha: -0.1406
Kohn-Sham gap in eV: 6.31

XYZ file:
```
31
C5H19ClNO2PSiTa, DFT ωB97M-V/def2-TZVPD
C 0.0334 -1.3385 2.6071
Si -1.1792 0.0991 2.1986
C -0.2804 1.8347 2.2944
C -2.4797 0.1353 3.6704
O -2.1254 -0.1089 0.7346
C -1.4272 -0.9062 -0.2841
C -1.6358 -0.2617 -1.8136
Ta 0.4385 0.1419 -2.8694
Cl 0.8617 1.9247 -1.0821
P 2.8510 0.5777 -3.7670
N 3.7646 -0.9279 -3.4623
O 3.5765 1.7888 -2.7274
H -0.4002 -2.4086 2.4108
H 0.3988 -1.1969 3.7316
H 1.0064 -1.2151 1.9402
H -0.0889 2.0945 3.4348
H 0.7806 1.8233 1.7732
H -1.0115 2.6210 1.8064
H -3.1071 -0.8697 3.6989
H -1.8490 0.2526 4.6720
H -3.1614 1.0939 3.5377
H -0.2691 -0.9954 -0.1437
H -1.9846 -1.9587 -0.3244
H -2.2182 0.7592 -1.7967
H -2.2440 -0.9931 -2.5005
H -0.3000 1.4949 -3.9288
H 0.0770 -1.0693 -4.2262
H 1.1538 -1.2162 -1.8250
H 4.0936 -0.8483 -2.4634
H 3.0317 -1.6921 -3.4805
H 3.6942 1.3650 -1.8155
```

natural (NBO) population analysis, charges in e, atoms 1 to 5: -1.18 1.90 -1.16 -1.14 -0.90


Entry 2:
Here is C5H10N2 in the gas phase in a non-equilibrium geometry from the Open Molecules 2025 dataset. Energies are from ωB97M-V/def2-TZVPD.

Values from the calculation:
Net charge: 0
Largest force on an atom in eV/Å: 3.63
Energy relative to the best compared isomer or geometry (same formula, charge and spin) in kcal per mole: 109.6
LUMO level in hartree: 0.0374
E_HOMO in Ha: -0.2887
Kohn-Sham gap in eV: 8.87
Structure (SMILES): C[C@@]1(N)[C@H]2N[C@]21C

XYZ file:
```
17
C5H10N2, DFT ωB97M-V/def2-TZVPD
C 1.1758 -1.2592 0.7272
C 0.5500 -0.3279 -0.2821
N 1.4186 0.2864 -1.2802
C -0.8751 -0.6500 -0.8811
N -1.8964 -0.7911 0.0811
C -0.6418 0.4356 0.0859
C -0.9882 1.7372 0.6777
H 1.6790 -2.0902 0.2234
H 0.4191 -1.6641 1.4032
H 1.9197 -0.7252 1.3269
H 2.0286 0.9816 -0.8622
H 2.0159 -0.4118 -1.7146
H -0.8294 -1.3534 -1.7040
H -2.7788 -0.4437 -0.3032
H -0.6956 2.5501 0.0025
H -0.4450 1.8819 1.6181
H -2.0562 1.8436 0.8815
```

natural (NBO) population analysis, charges in e, atoms 1 to 5: -0.64 0.06 -0.83 -0.09 -0.62


Entry 3:
Here is a 5-piece molecular cluster, C20H25F15O10 overall in a non-equilibrium geometry from the Open Molecules 2025 dataset. Energies are from ωB97M-V/def2-TZVPD.

Values from the calculation:
Net charge: 0
Largest force on an atom in eV/Å: 4.93
Energy relative to the best compared isomer or geometry (same formula, charge and spin) in kcal per mole: 75.7
LUMO level in hartree: 0.0221
E_HOMO in Ha: -0.4074
Kohn-Sham gap in eV: 11.69
Structure (SMILES): CCOC(=O)C(F)(F)F.CCOC(=O)C(F)(F)F.CCOC(=O)C(F)(F)F.CCOC(=O)C(F)(F)F.CCOC(=O)C(F)(F)F

XYZ file:
```
70
C20H25F15O10, DFT ωB97M-V/def2-TZVPD
C -0.4075 -0.1682 9.4965
C -1.1914 -0.5948 10.7557
O -0.4657 -1.5565 11.4319
C -0.9960 -2.4060 12.3138
O -2.2025 -2.4800 12.6721
C 0.0513 -3.4697 12.8407
F 0.3168 -4.3816 11.9073
F 1.1632 -2.8421 12.9926
F -0.2781 -3.9788 14.0518
H 0.5785 0.2013 9.7780
H -1.0618 0.4708 8.9034
H -0.2649 -1.0989 8.9473
H -2.1716 -0.9596 10.4485
H -1.2065 0.2641 11.4266
C -2.7593 1.1963 -12.6079
C -1.6617 0.8447 -11.6028
O -1.8074 1.7120 -10.4021
C -1.2981 1.3333 -9.1758
O -0.5587 0.3576 -9.0919
C -1.6235 2.1322 -7.9072
F -0.5451 2.8161 -7.5933
F -2.6214 2.9670 -8.0010
F -1.7682 1.2924 -6.9368
H -2.6783 2.2403 -12.9104
H -3.7295 1.1029 -12.1199
H -2.7915 0.6635 -13.5582
H -0.6641 0.9500 -12.0293
H -1.8079 -0.1915 -11.2978
C 1.2382 -11.6449 -5.8932
C 0.7254 -10.6864 -4.8540
O 1.1627 -9.3568 -5.1924
C 2.1657 -8.8002 -4.5694
O 2.8969 -9.3405 -3.7367
C 2.1639 -7.2444 -4.7552
F 3.3804 -6.9104 -5.2174
F 1.2820 -6.8128 -5.7147
F 1.8062 -6.6895 -3.6098
H 1.1183 -12.6617 -5.5194
H 2.2879 -11.5906 -6.1816
H 0.5689 -11.4514 -6.7315
H 0.9820 -11.0157 -3.8471
H -0.3610 -10.7157 -4.7706
C -4.1945 -0.4885 -0.9713
C -2.8824 -0.7886 -0.2563
O -2.1701 0.4454 -0.0899
C -1.7340 0.7777 1.0691
O -2.0267 0.1251 2.0597
C -0.9001 2.0972 1.1016
F -1.5078 2.8840 2.0668
F 0.3305 1.7066 1.5110
F -0.9086 2.7465 -0.0334
H -4.9568 -0.0289 -0.3423
H -4.6945 -1.4092 -1.2719
H -4.1687 0.1925 -1.8220
H -2.2587 -1.4970 -0.8015
H -3.1858 -1.3182 0.6468
C 5.4530 8.9754 3.5733
C 4.1463 8.2557 4.0354
O 2.9770 9.0167 3.5862
C 2.6870 10.1584 4.2791
O 3.3778 10.7600 5.0924
C 1.2907 10.6364 3.9007
F 0.8474 11.3833 4.9263
F 1.4263 11.4623 2.8170
F 0.4181 9.6686 3.6826
H 6.2605 8.4180 4.0480
H 5.4953 10.0472 3.7672
H 5.7504 8.7898 2.5412
H 4.0631 8.2399 5.1221
H 4.0987 7.2478 3.6233
```

natural (NBO) population analysis, charges in e, atoms 1 to 5: -0.62 -0.07 -0.48 0.69 -0.56


Entry 4:
Here is a 2-piece molecular cluster, C4H11N3 overall in a non-equilibrium geometry from the Open Molecules 2025 dataset. Energies are from ωB97M-V/def2-TZVPD.

Values from the calculation:
Net charge: 0
Largest force on an atom in eV/Å: 1.65
Energy relative to the best compared isomer or geometry (same formula, charge and spin) in kcal per mole: 44.1
LUMO level in hartree: 0.0386
E_HOMO in Ha: -0.3046
Kohn-Sham gap in eV: 9.34
Structure (SMILES): [H]/N=C/N.C=CNC

XYZ file:
```
18
C4H11N3, DFT ωB97M-V/def2-TZVPD
H -2.3434 -3.2405 0.3947
N -1.8612 -2.3568 0.2502
C -2.1093 -1.5948 1.2509
N -1.6798 -0.3089 1.2683
H -2.7410 -1.8812 2.0917
H -1.0225 0.0917 0.6047
H -1.8163 0.2276 2.1059
C 2.3890 1.8864 0.4796
C 1.3902 1.5966 -0.3607
N 0.8067 0.3286 -0.4625
C 0.3672 -0.0916 -1.7875
H 2.8646 1.1184 1.0770
H 2.7309 2.9038 0.5987
H 1.1638 2.2421 -1.2021
H 1.2821 -0.3848 0.0708
H -0.2845 -0.9590 -1.6643
H -0.2659 0.7130 -2.1695
H 1.1296 -0.2906 -2.5458
```

natural (NBO) population analysis, charges in e, atoms 1 to 5: 0.33 -0.75 0.28 -0.82 0.15


The lowest LUMO level belongs to which entry? C20H25F15O10